1.
C3H4AgO3 as an isolated structure. Source: the OMol25 dataset; level of theory: wB97M-V/def2-TZVPD.

```
11
Properties=species:S:1:pos:R:3:forces:R:3
Ag 2.097895 2.514895 2.861998 2.198 2.540 1.576
O -0.776014 1.524832 0.665449 -1.937 2.551 -0.304
O 0.164235 -0.476391 0.731654 -0.125 2.376 0.065
O 0.947699 1.153607 2.104165 -4.385 -1.879 -2.090
C -0.105835 -1.083595 -1.564257 0.230 0.359 1.056
C -0.590389 -0.491583 -0.318359 -0.369 -3.686 -1.214
C 0.016219 0.905391 1.341640 4.840 -3.415 1.538
H -0.259013 -0.342861 -2.365292 -0.151 -0.039 -0.148
H -1.669899 -0.376517 -0.148271 0.033 0.960 -0.328
H -0.765115 -1.931858 -1.807813 -0.171 0.105 -0.114
H 0.940220 -1.395922 -1.500913 -0.164 0.129 -0.035
```
Forces are in eV/Å.

The spin multiplicity is 2. The calculation puts the energy above the lowest of the compared OMol25 structures with the same formula, charge and spin at 43.5 kcal/mol. The value obtained for the gap between HOMO and LUMO (alpha / beta) is 10.1523 / 5.6571 eV. Its charge is +2. The expectation value of S² is 0.7581.

---

2.
C25H21Br3N4O8 as an isolated structure. Source: the OMol25 dataset; level of theory: wB97M-V/def2-TZVPD.

```
61
Properties=species:S:1:pos:R:3:forces:R:3
Br 1.485686 -2.007485 -2.278078 -0.090 0.832 -0.623
Br 3.181698 0.660096 -2.628928 -0.354 -0.001 -0.033
Br -0.061809 0.816686 -2.646671 0.375 -0.128 -0.025
O -1.537855 -2.352519 4.349490 0.595 -0.619 0.549
O 5.958914 3.591541 5.028451 0.466 -0.420 0.005
O -2.170317 1.889621 3.641935 -0.569 0.537 -0.364
O -3.110871 -0.929174 4.144029 -1.118 0.291 0.095
O -1.258493 -3.588217 -4.255744 -0.325 -0.159 -0.081
O -3.057739 -4.665727 -4.783195 0.161 0.313 -0.062
O 4.314452 4.940219 4.900100 -0.392 0.339 -0.045
O -1.455932 0.605397 5.201971 0.192 0.242 0.686
N -2.387231 -3.653253 -4.717470 0.053 -0.187 0.084
N 4.993283 4.040002 4.457257 -0.207 0.618 0.341
N -2.291132 -1.679045 3.695904 -0.131 -0.563 -0.842
N -1.405600 1.075263 4.094862 0.780 -0.111 0.034
C -2.181288 -1.780702 2.226567 0.177 0.512 0.084
C -1.739034 -1.796170 -0.488858 0.457 0.440 -0.136
C 3.947109 2.348409 0.768748 -0.827 0.056 -0.657
C 0.755962 0.562516 1.081018 -0.158 -0.016 0.670
C -0.256323 1.011090 1.912772 -0.618 0.059 -0.352
C -2.592868 -0.841154 0.074285 0.548 -0.804 -0.386
C -4.022196 -0.007301 -6.075145 -0.300 0.650 -0.523
C 4.958091 1.785467 1.520230 0.342 0.269 0.326
C 3.183303 3.415237 1.235000 1.080 0.380 0.393
C -1.341193 -2.712647 1.678485 0.437 -0.894 0.042
C -2.321016 -1.212075 -4.901290 0.401 -0.268 0.304
C -1.120535 -2.740766 0.308261 -0.460 -0.073 0.502
C 5.320280 2.365039 2.732094 -0.244 -0.080 -0.156
C 1.714172 -0.292242 1.613559 0.360 0.137 -0.711
C 4.610688 3.476793 3.170266 0.352 -1.053 -0.678
C 1.518140 -0.220457 -3.102338 0.180 -0.150 0.517
C -0.306920 0.610874 3.233072 0.925 -0.104 0.124
C 0.714124 -0.154284 3.790075 -0.267 -0.537 -0.256
C -4.139283 -2.376569 -5.968485 -0.059 -0.547 0.357
C 1.715069 -0.642222 2.951311 -0.004 0.941 0.357
C -2.809053 -0.843566 1.439579 -0.970 0.648 -0.639
C -2.968130 -2.399816 -5.216741 -0.380 0.855 -0.211
C 3.567235 4.003432 2.430956 -0.350 0.465 0.553
C -2.863605 -0.017293 -5.318592 -0.033 0.043 -0.607
C -4.672667 -1.176137 -6.430417 0.473 -0.855 0.613
H 3.729360 1.975767 -0.226903 -0.018 -0.209 0.217
H -1.414745 -1.739706 -1.522156 -0.522 -0.065 -0.122
H 3.084670 4.891822 2.820498 -0.131 -0.117 -0.066
H 0.684852 -0.458493 4.826010 -0.058 0.243 0.067
H -1.404184 -1.239195 -4.329088 -0.029 -0.054 -0.040
H 2.593758 -1.102875 3.381866 -0.223 -0.481 -0.036
H 6.136452 1.976932 3.322312 -0.049 -0.013 0.053
H -3.075882 -0.119235 -0.568881 -0.023 0.118 0.096
H 0.788214 0.938085 0.068507 0.100 -0.299 -0.080
H 5.493523 0.919883 1.155212 0.054 0.035 -0.040
H -2.368165 0.938848 -5.212798 0.178 -0.162 0.502
H -0.863194 -3.449668 2.311161 -0.019 0.146 0.085
H -5.577279 -1.294422 -7.007773 -0.051 0.671 -0.094
H 2.503066 -0.650539 0.960161 0.044 0.007 0.088
H -1.072453 1.604670 1.519036 0.159 0.159 0.098
H 1.531856 -0.246736 -4.182110 -0.080 -0.525 0.007
H 2.408146 3.897545 0.659084 -0.089 -0.251 -0.158
H -0.514427 -3.542743 -0.089723 0.153 0.204 -0.194
H -4.342211 0.974942 -6.406687 -0.348 -0.212 -0.118
H -4.688854 -3.292159 -6.146206 0.255 -0.096 -0.083
H -3.499622 -0.091584 1.800151 0.200 -0.155 0.570
```
Forces are in eV/Å.

The calculation puts the energy above the lowest of the compared OMol25 structures with the same formula, charge and spin at 5.4 kcal/mol. The value obtained for the gap between HOMO and LUMO is 8.8418 eV. Its charge is 0.

---

3.
One molecule with the formula C7H13NO. Source: the OMol25 dataset; level of theory: wB97M-V/def2-TZVPD.

```
22
Properties=species:S:1:pos:R:3:forces:R:3
O 2.618017 -0.526401 -1.322282 -1.306 -0.442 0.819
N -1.346351 -1.238067 0.607204 -0.103 0.056 0.236
C 1.571490 -0.897025 -0.783103 0.966 -0.176 -1.672
C 0.619460 2.165742 0.718458 -0.138 0.801 0.135
C -0.887969 -0.001709 -0.018637 0.996 0.565 0.945
C 1.424862 -2.283487 -0.235125 0.445 -0.464 -0.076
C 0.380274 0.699697 0.619464 -1.979 -0.116 -0.525
C 0.427629 0.048459 -0.748202 0.614 -0.383 0.142
C -1.999392 0.848104 -0.596515 0.046 -0.076 -0.057
H -0.185811 2.666459 1.263371 0.089 0.125 0.021
H -1.065051 -1.308438 1.584473 -0.049 0.111 -0.345
H 0.723219 2.638414 -0.263008 -0.093 -0.058 0.156
H 1.436970 -2.261643 0.857480 -0.212 -0.118 -0.059
H -2.362544 -1.330400 0.590339 0.418 0.205 -0.136
H 0.747000 0.186567 1.503198 0.188 -0.565 -0.407
H -2.533761 0.285772 -1.371638 0.048 0.039 0.085
H 2.265060 -2.892741 -0.581014 0.029 0.243 0.158
H 0.452585 0.718568 -1.605317 0.156 0.140 0.315
H 0.508154 -2.750977 -0.597536 -0.098 0.217 0.300
H -1.626500 1.765515 -1.061080 0.021 -0.140 0.118
H 1.554726 2.344872 1.260704 -0.149 0.045 -0.107
H -2.722066 1.122717 0.178767 0.111 -0.006 -0.043
```
Forces are in eV/Å.

The calculation puts the energy above the lowest of the compared OMol25 structures with the same formula, charge and spin at 33.2 kcal/mol. The value obtained for the gap between HOMO and LUMO is 9.6455 eV. Its charge is 0.